1.
The following is a quantum chemistry calculation of a cluster of 10 separate species, C32H82N2O17 in total, from the OMol25 dataset.

Summary:
- energy relative to the best compared isomer or geometry (same formula, charge and spin) (kcal/mol) = 24.3
- structure (SMILES) = CC1(C)CCCC(C)(C)N1O.CC1(C)CCCC(C)(C)N1O.OCCO.OCCO.OCCO.OCCO.OCCO.OCCO.OCCO.O
- molar mass (g mol⁻¹) = 767.00
- total charge = 0

CARTESIAN COORDINATES (ANGSTROEM)
1 O -14.6150 -20.6202 12.2470
2 H -15.3609 -20.1752 11.8448
3 H -14.3178 -21.2401 11.5810
4 C 0.0172 -17.5912 16.2112
5 C -0.7584 -17.2949 17.4818
6 C 0.1550 -17.8378 18.6577
7 C 1.2858 -16.9569 19.0548
8 C 0.7740 -15.5388 19.2360
9 C 0.0049 -14.8590 18.0610
10 N -1.0841 -15.8754 17.6868
11 O -1.8386 -15.4296 16.6680
12 C -0.7190 -13.6546 18.6455
13 C 1.0401 -14.4833 16.9341
14 C -2.0535 -18.1151 17.5373
15 H -0.1927 -18.6078 15.8786
16 H 1.0782 -17.5115 16.4477
17 H -0.2512 -16.8978 15.4141
18 H -0.4072 -18.2785 19.4809
19 H 0.5419 -18.7479 18.1992
20 H 1.9796 -16.8656 18.2192
21 H 1.8195 -17.4100 19.8902
22 H 1.5962 -14.9560 19.6513
23 H 0.1200 -15.6796 20.0966
24 H -1.4948 -13.2135 18.0198
25 H -1.2740 -14.0257 19.5071
26 H -0.0862 -12.8176 18.9404
27 H 0.5707 -14.0186 16.0670
28 H 1.8933 -13.8540 17.1873
29 H 1.4479 -15.4265 16.5705
30 H -2.7311 -17.6664 16.8109
31 H -2.6389 -18.1084 18.4568
32 H -1.9805 -19.1970 17.4260
33 H -2.6466 -15.1522 17.1059
34 C -11.3476 -17.6724 0.3627
35 C -11.7335 -18.6193 1.5537
36 C -11.0526 -19.9357 1.2458
37 C -10.4960 -20.6292 2.5193
38 C -9.8098 -19.7737 3.4771
39 C -10.6312 -18.5227 3.9693
40 N -11.1111 -17.8294 2.7454
41 O -11.9418 -16.7384 2.9673
42 C -11.8307 -18.9151 4.8713
43 C -9.6373 -17.6527 4.6979
44 C -13.2997 -18.8455 1.6814
45 H -10.3696 -17.2417 0.5777
46 H -11.9365 -16.7627 0.2458
47 H -11.4862 -18.2165 -0.5716
48 H -11.8158 -20.6417 0.9184
49 H -10.2802 -20.0227 0.4816
50 H -9.9088 -21.5241 2.3137
51 H -11.3059 -21.1522 3.0279
52 H -8.8475 -19.3969 3.1305
53 H -9.6011 -20.3504 4.3782
54 H -12.3694 -18.0451 5.2469
55 H -12.5790 -19.6198 4.5086
56 H -11.4680 -19.5032 5.7143
57 H -9.3507 -18.1622 5.6179
58 H -8.8467 -17.3850 3.9969
59 H -10.0414 -16.7345 5.1242
60 H -13.4562 -19.2723 2.6721
61 H -13.7265 -19.5795 0.9978
62 H -13.8501 -17.9084 1.5983
63 H -11.2607 -16.0622 2.9888
64 C -9.5067 -19.4387 12.5535
65 C -8.4386 -18.4952 13.1800
66 O -7.1306 -18.9594 13.0023
67 O -9.6716 -20.6274 13.3680
68 H -9.2568 -19.7409 11.5365
69 H -10.3757 -18.7813 12.5245
70 H -8.5831 -18.3929 14.2555
71 H -8.5523 -17.5277 12.6910
72 H -7.2126 -19.7748 13.5023
73 H -10.6262 -20.7290 13.3733
74 C -4.0154 -21.1212 8.0657
75 C -3.4159 -22.4674 7.8714
76 O -3.3094 -22.7674 6.5207
77 O -3.2046 -20.0076 7.6094
78 H -4.2079 -20.7389 9.0681
79 H -4.8454 -20.9691 7.3757
80 H -3.9938 -23.2499 8.3631
81 H -2.3561 -22.4581 8.1258
82 H -2.9877 -21.9557 6.1218
83 H -2.8613 -19.5157 8.3589
84 C -9.4760 -25.9139 11.4035
85 C -10.6963 -25.7648 10.3094
86 O -11.7850 -24.9324 10.8077
87 O -8.5228 -25.0430 11.2137
88 H -9.0564 -26.9161 11.3165
89 H -9.8271 -25.9193 12.4354
90 H -11.1254 -26.7533 10.1452
91 H -10.3990 -25.5029 9.2940
92 H -12.5901 -24.9404 10.2848
93 H -8.5395 -24.3459 11.8735
94 C -14.1125 -15.0707 15.4059
95 C -15.1117 -14.3866 16.4388
96 O -14.7341 -13.0146 16.6137
97 O -13.0641 -15.6071 16.1126
98 H -13.7542 -14.3150 14.7069
99 H -14.7078 -15.7436 14.7887
100 H -15.1938 -14.9169 17.3875
101 H -16.0731 -14.2896 15.9344
102 H -13.7747 -12.9844 16.5974
103 H -13.1101 -16.5358 16.3513
104 C -5.1484 -10.9521 11.7521
105 C -5.1675 -12.1045 10.6985
106 O -6.0018 -13.1702 11.1228
107 O -4.3900 -11.2303 12.8745
108 H -6.1503 -10.9304 12.1810
109 H -4.9072 -9.9386 11.4317
110 H -4.2076 -12.4770 10.3410
111 H -5.6499 -11.5736 9.8779
112 H -5.4901 -13.9380 11.3878
113 H -3.4602 -11.3799 12.6878
114 C -10.3508 -18.2689 19.4472
115 C -11.0604 -17.2251 20.3892
116 O -10.7777 -15.9175 19.9238
117 O -11.1950 -19.0841 18.5478
118 H -9.7787 -18.9578 20.0687
119 H -9.5597 -17.8179 18.8481
120 H -10.5928 -17.4425 21.3495
121 H -12.1252 -17.3971 20.5468
122 H -11.2057 -15.8413 19.0679
123 H -10.7355 -19.8778 18.2639
124 C -7.5876 -12.9300 16.1270
125 C -8.8932 -12.0840 15.8269
126 O -9.5032 -11.8585 17.0995
127 O -6.6633 -12.1877 16.9158
128 H -7.0347 -13.4088 15.3188
129 H -7.8803 -13.7184 16.8205
130 H -9.5639 -12.6736 15.2019
131 H -8.6658 -11.0817 15.4640
132 H -8.9584 -12.1780 17.8224
133 H -6.0628 -11.9221 16.2154

Mulliken population analysis, charges in e, atoms 1 to 6:
1 O -0.63
2 H 0.32
3 H 0.32
4 C -1.73
5 C 1.71
6 C -1.34

2.
The following is a quantum chemistry calculation of an isolated molecule of C4H13N3, from the OMol25 dataset.

Summary:
- energy relative to the best compared isomer or geometry (same formula, charge and spin) (kcal/mol) = 15.5
- structure (SMILES) = C[C@H](N)CNCN
- molar mass (g mol⁻¹) = 103.17
- total charge = 0

CARTESIAN COORDINATES (ANGSTROEM)
1 C -0.4882 0.1507 0.5969
2 N 0.6796 0.8086 0.0547
3 C 0.4103 1.6102 -1.1503
4 N -0.3278 2.8631 -0.9639
5 C -0.4833 -1.3774 0.3413
6 C 0.4582 -2.0357 1.3594
7 N -0.0526 -1.7049 -1.0115
8 H -0.4505 0.1702 1.6893
9 H -1.4188 0.6296 0.2792
10 H 1.0661 1.4219 0.7565
11 H 1.4011 1.8726 -1.5307
12 H -0.1185 0.9901 -1.8734
13 H -1.2183 2.6351 -0.5272
14 H 0.1655 3.4266 -0.2773
15 H -1.4950 -1.7492 0.4935
16 H 0.3857 -3.1167 1.2200
17 H 0.1867 -1.7831 2.3878
18 H 1.4911 -1.7327 1.2081
19 H -0.7070 -2.1127 -1.6534
20 H 0.5156 -0.9661 -1.3989

Mulliken population analysis, charges in e, atoms 1 to 6:
1 C -0.71
2 N -0.39
3 C -0.72
4 N -0.60
5 C 0.41
6 C -1.47

3.
The following is a quantum chemistry calculation of a structure of composition C18H28Br24NO2, from the OMol25 dataset.

Summary:
- molar mass (g mol⁻¹) = 2208.12
- total charge = -1

CARTESIAN COORDINATES (ANGSTROEM)
1 C 0.0577 -4.7292 2.5654
2 C -0.0699 -4.4176 0.9965
3 C -1.3651 -3.4349 0.8393
4 C -0.8145 -1.9490 1.1164
5 C -1.9302 -0.8071 1.0485
6 C -1.5004 0.5887 1.7113
7 C 0.0758 0.8054 1.8853
8 N 0.8568 0.7005 0.6289
9 C 2.3043 0.8730 0.9425
10 C 3.1738 -0.4624 0.7553
11 C 3.1127 -0.9755 -0.7704
12 O 3.8902 -0.5346 -1.6617
13 O 2.1364 -1.9493 -1.1984
14 H -0.3996 -5.7409 2.8214
15 H 1.1686 -4.7738 2.8717
16 H -0.4255 -3.8778 3.1670
17 H 0.8209 -3.7649 0.6621
18 H -0.1331 -5.3382 0.3303
19 H -2.1575 -3.7059 1.6266
20 H -1.7660 -3.5377 -0.2369
21 H -0.0750 -1.7251 0.2605
22 H -0.1917 -1.9565 2.0698
23 H -2.9573 -1.1655 1.4406
24 H -2.1085 -0.5993 -0.0742
25 H -1.9295 1.4907 1.1339
26 H -1.9441 0.5895 2.7801
27 H 0.2091 1.9006 2.2582
28 H 0.4346 0.1125 2.7278
29 H 2.3745 1.1677 2.0613
30 H 2.6675 1.7399 0.2693
31 H 4.2735 -0.3339 1.0870
32 H 2.7680 -1.3073 1.4294
33 H 1.3761 -1.4514 -1.5794
34 C 5.3776 4.0092 0.1198
35 Br 3.6018 4.3984 -0.5497
36 Br 6.4988 5.5934 0.1615
37 Br 5.3144 3.1222 1.8424
38 H 5.8362 3.3131 -0.5800
39 C -4.1663 0.3600 -2.4622
40 Br -2.8614 -1.0318 -2.8117
41 Br -5.6798 -0.3098 -1.4503
42 Br -3.3620 1.9078 -1.6151
43 H -4.5484 0.6875 -3.4272
44 C -1.4297 3.8185 -5.0475
45 Br 0.1042 4.3501 -6.1065
46 Br -3.0739 4.6078 -5.7089
47 Br -1.5619 1.8917 -4.8936
48 H -1.2721 4.2068 -4.0424
49 C 2.3950 7.1568 -4.1824
50 Br 3.6816 5.7483 -4.5232
51 Br 0.8664 6.4975 -3.1897
52 Br 3.2085 8.6899 -3.3167
53 H 2.0290 7.4945 -5.1500
54 C -4.3914 -3.9121 4.7046
55 Br -3.4823 -2.2000 4.7028
56 Br -5.8907 -3.9340 3.4744
57 Br -3.1647 -5.3764 4.3698
58 H -4.7968 -4.0580 5.7037
59 C 7.0742 0.2827 4.6510
60 Br 7.7111 0.6090 6.4543
61 Br 5.2586 0.9154 4.4027
62 Br 8.2808 1.0100 3.3186
63 H 7.0573 -0.7962 4.5099
64 C -0.5088 -9.0094 1.7112
65 Br -1.4570 -7.6849 2.7632
66 Br -1.0270 -8.9498 -0.1562
67 Br 1.4123 -8.8621 1.9315
68 H -0.7993 -9.9867 2.0915
69 C -6.8797 6.8966 -6.8054
70 Br -6.4040 7.9101 -5.2224
71 Br -5.3234 6.4665 -7.8791
72 Br -7.9102 5.3139 -6.3654
73 H -7.5191 7.5346 -7.4122

Mulliken population analysis, charges in e, atoms 1 to 6:
1 C 0.04
2 C -0.03
3 C -0.39
4 C 0.02
5 C 0.43
6 C -0.38

4.
The following is a quantum chemistry calculation of a structure of composition C5H9Br2ClO3P, from the OMol25 dataset.

Summary:
- energy relative to the best compared isomer or geometry (same formula, charge and spin) (kcal/mol) = 0.0
- molar mass (g mol⁻¹) = 343.36
- total charge = -1

CARTESIAN COORDINATES (ANGSTROEM)
1 C -0.0957 1.0870 1.6641
2 C -0.1064 -0.1636 0.7783
3 C 0.3260 0.1480 -0.7690
4 C 0.2182 -1.1672 -1.4897
5 C 1.5276 -1.3744 -5.1605
6 O 0.3951 -3.4107 -3.8373
7 O 2.6958 -2.4775 -3.0401
8 O 0.5748 -0.9230 -2.8583
9 P 1.3512 -2.3176 -3.5802
10 Cl 2.2120 -2.5549 -6.3060
11 Br -0.1090 -0.8552 -5.8740
12 Br 2.6686 0.1503 -5.2425
13 H -1.0075 1.7630 1.6949
14 H -0.0448 0.7716 2.7294
15 H 0.8573 1.6250 1.3763
16 H 0.5115 -0.9517 1.2578
17 H -1.0309 -0.8671 0.7782
18 H -0.4551 0.8201 -1.0896
19 H 1.4175 0.5252 -0.9361
20 H 1.0290 -1.8233 -1.1447
21 H -0.8083 -1.7094 -1.5948

Mulliken population analysis, charges in e, atoms 1 to 6:
1 C -1.00
2 C -0.44
3 C -0.37
4 C -0.72
5 C -0.02
6 O -0.71

5.
The following is a quantum chemistry calculation of a structure of composition C28H21Br2N3O4S5Ta, from the OMol25 dataset.

Summary:
- energy relative to the best compared isomer or geometry (same formula, charge and spin) (kcal/mol) = 43.9
- molar mass (g mol⁻¹) = 964.58
- total charge = -1

CARTESIAN COORDINATES (ANGSTROEM)
1 Ta -0.1465 -0.1501 -0.6694
2 S 3.0219 1.9005 0.0401
3 S 2.8547 3.8970 0.3993
4 S 3.5920 4.9911 -1.1308
5 S 1.5204 1.4138 -1.3850
6 C -3.4031 3.9395 2.0856
7 C -3.4902 2.5579 2.1975
8 C -2.9699 1.7401 1.2051
9 C -2.3874 2.3300 0.0914
10 C -2.2889 3.7123 -0.0303
11 C -2.7996 4.5139 0.9780
12 N -1.8029 1.5239 -0.9401
13 N -2.1306 1.9113 -2.0859
14 C -1.4727 1.2466 -3.1179
15 C -1.8857 1.5188 -4.4219
16 C -1.2431 0.8753 -5.4617
17 C -0.2015 -0.0035 -5.1760
18 C 0.1945 -0.2524 -3.8666
19 C -0.4453 0.3692 -2.7970
20 H -3.7870 4.5699 2.8777
21 H -3.9438 2.1122 3.0734
22 H -2.9691 0.6654 1.3099
23 H -1.7779 4.1381 -0.8831
24 H -2.7027 5.5892 0.9041
25 H -2.6851 2.2288 -4.5907
26 H -1.5343 1.0616 -6.4872
27 H 0.3154 -0.4974 -5.9901
28 H 1.0180 -0.9336 -3.6827
29 Br 0.1868 -4.1779 -2.4479
30 C 1.4909 -3.9887 -1.1043
31 C 2.2924 -5.1015 -0.7782
32 C 3.2841 -4.9861 0.1468
33 Br 4.3231 -6.5235 0.5556
34 C 3.5623 -3.7538 0.7908
35 C 4.5997 -3.5416 1.7262
36 C 4.7848 -2.2933 2.2471
37 C 3.9329 -1.2447 1.8340
38 N 2.9605 -1.4114 0.9808
39 C 2.7600 -2.6394 0.4625
40 C 1.6793 -2.7731 -0.4764
41 O 0.9514 -1.7057 -0.7225
42 H 2.1070 -6.0435 -1.2732
43 H 5.2359 -4.3673 2.0123
44 H 5.5729 -2.0968 2.9609
45 H 4.0613 -0.2371 2.2172
46 C 0.7010 1.5517 3.9402
47 C 0.4858 2.5151 2.9659
48 C 0.2424 2.1335 1.6568
49 C 0.1715 0.7916 1.2751
50 C 0.3914 -0.1558 2.2787
51 C 0.6639 0.2104 3.5903
52 H 0.9052 1.8446 4.9635
53 H 0.5450 3.5684 3.2127
54 H 0.1494 2.9086 0.9124
55 H 0.3575 -1.2177 2.0517
56 H 0.8402 -0.5556 4.3372
57 C -4.1092 -1.5217 -0.3745
58 S -2.4044 -1.9519 -0.3092
59 O -2.3136 -3.3383 0.0101
60 O -1.8136 -1.4856 -1.5879
61 O -1.7424 -1.0311 0.6685
62 H -4.5651 -2.1592 -1.1281
63 H -4.2007 -0.4718 -0.6462
64 H -4.5388 -1.7188 0.6055

Mulliken population analysis, charges in e, atoms 1 to 6:
1 Ta 0.65
2 S -0.16
3 S -0.13
4 S -0.58
5 S -0.19
6 C -0.46

Number 1: HOMO -8.2 eV, strongest force on any atom 0.09749 Eh/bohr, frontier orbital gap 8.218 eV. Number 2: HOMO -8.6 eV, strongest force on any atom 0.02270 Eh/bohr, frontier orbital gap 9.558 eV. Number 3: HOMO -2.2 eV, strongest force on any atom 0.08868 Eh/bohr, frontier orbital gap 3.145 eV. Number 4: HOMO -5.8 eV, strongest force on any atom 0.05803 Eh/bohr, frontier orbital gap 8.795 eV. Number 5: HOMO -3.0 eV, strongest force on any atom 0.01079 Eh/bohr, frontier orbital gap 4.002 eV.